{"formula": "C47H64F6IrN3O2P", "method": "ωB97M-V with the def2-TZVPD basis set", "homo_energy_ev": [-6.079, -7.228], "homo_lumo_gap_ev": [3.63, 4.84], "lumo_ev": [-2.44, -2.39], "relative_energy_ev": 4.449, "spin_multiplicity": 2, "elements": ["Ir", "P", "F", "F", "F", "F", "F", "F", "O", "O", "N", "N", "N", "C", "C", "C", "C", "C", "C", "C", "C", "C", "C", "C", "C", "C", "C", "C", "C", "C", "C", "C", "C", "C", "C", "C", "C", "C", "C", "C", "C", "C", "C", "C", "C", "C", "C", "C", "C", "C", "C", "C", "C", "C", "C", "C", "C", "C", "C", "C", "H", "H", "H", "H", "H", "H", "H", "H", "H", "H", "H", "H", "H", "H", "H", "H", "H", "H", "H", "H", "H", "H", "H", "H", "H", "H", "H", "H", "H", "H", "H", "H", "H", "H", "H", "H", "H", "H", "H", "H", "H", "H", "H", "H", "H", "H", "H", "H", "H", "H", "H", "H", "H", "H", "H", "H", "H", "H", "H", "H", "H", "H", "H", "H"], "coordinates": [[-1.143713, 1.358312, 0.563112], [-0.332728, -1.864373, 3.083593], [0.041690, -3.105186, 4.010548], [0.681691, -2.363258, 1.930164], [-1.369161, -1.303015, 4.179715], [-1.522998, -2.696055, 2.366363], [0.838399, -0.962220, 3.729459], [-0.725291, -0.551328, 2.097427], [0.790196, 0.899216, 0.052873], [-3.057393, 2.162917, 0.843466], [-1.977671, -0.027163, -1.028614], [-1.272627, 2.783383, -1.538004], [0.857884, 1.962062, -2.267307], [-3.993220, 0.025864, 3.609447], [4.272533, 2.968402, -3.179637], [-3.417310, 3.585177, 3.381131], [5.215290, 4.289760, -1.406900], [-6.500550, -1.532375, 4.299279], [-5.233870, -2.173324, 3.710217], [1.038136, 0.708738, -4.777619], [-1.240285, 2.303535, 3.463746], [-4.353771, -2.742158, 4.835840], [2.929407, 1.035085, 1.782448], [-3.300869, 1.075341, 1.555185], [-3.390654, -0.229485, -0.583606], [0.017536, 3.139704, -2.094329], [5.315684, 3.708456, -2.666463], [-3.611280, -0.146597, 0.898138], [3.014636, 3.362990, -1.158531], [4.071859, -3.171695, -3.357017], [3.309120, 0.174932, -4.187894], [-2.120458, 1.995641, -2.443233], [-4.462581, -1.107774, 2.942230], [3.336508, -0.770139, -5.193882], [3.038564, -1.742965, -0.893744], [3.108030, 2.748756, -2.421134], [-5.660460, -3.335630, 2.810799], [-2.885551, 2.063890, 5.276274], [0.331221, -1.198722, -1.017662], [-4.179219, -1.201765, 1.588237], [-1.932775, 0.480953, -2.390260], [1.072883, -0.231639, -5.785393], [-1.978085, 4.028433, -1.205551], [-2.753723, 2.249389, 3.763224], [2.221568, -0.984200, -5.994899], [2.875561, -3.663230, -2.530895], [3.866957, -1.235591, 1.894153], [4.051543, 4.123340, -0.665037], [-3.374660, 1.089195, 2.982550], [2.156267, 0.939460, -3.957337], [1.875361, -4.330053, -3.477291], [4.784767, 0.418479, 0.245171], [2.555312, -0.688093, -0.136472], [1.188820, -0.289591, -0.318919], [-1.179008, -1.256068, -0.870113], [0.893626, -2.232781, -1.753392], [3.503898, -0.097582, 0.922337], [2.256094, -2.500754, -1.758937], [2.040382, 1.917307, -2.891754], [3.360601, -4.716170, -1.518488], [2.140324, 3.178334, -0.547109], [-4.176040, -2.007442, 5.621833], [-2.986678, 4.403843, 3.965787], [-6.235580, -4.055542, 3.395759], [0.223593, -2.885869, -2.299413], [2.246332, -1.733086, -6.774623], [-6.288983, -2.989610, 1.987824], [3.735961, -5.601443, -2.038691], [-2.908458, 3.783178, -0.701247], [3.742807, -2.451913, -4.106797], [4.162946, 0.296552, -3.534497], [-6.258592, -0.696927, 4.956504], [-3.272210, 3.796960, 2.327322], [4.544806, 1.194737, -0.480549], [4.550013, -4.013577, -3.864254], [-4.095499, 0.051089, 4.685927], [-2.728793, 0.031921, -2.996730], [-2.407024, 2.907212, 5.778824], [-2.390335, 1.148261, 5.603342], [-0.759039, 1.384785, 3.797696], [2.015989, 0.719077, 2.281876], [-1.024428, 2.425815, 2.377580], [4.321964, -2.081841, 1.378013], [4.082733, -2.009215, -0.776775], [4.231382, -1.354605, -5.359386], [4.568950, -0.866796, 2.646230], [1.452005, -3.607599, -4.179500], [5.453954, 0.846750, 0.996062], [4.341174, 2.570365, -4.182416], [4.819332, -2.689887, -2.726292], [-3.736335, -1.203879, -0.948507], [-4.837915, -3.615789, 5.279613], [-1.547425, -2.004836, -1.586002], [-3.384905, -3.041052, 4.435342], [6.213692, 3.847274, -3.253467], [-3.929972, 2.039867, 5.590307], [-1.392060, -1.636790, 0.132861], [-4.787103, -3.850761, 2.407178], [-3.150612, 2.203095, -2.157760], [-0.114556, 3.680399, -3.049740], [0.335202, 1.108769, -2.410121], [2.724954, 1.933486, 1.204068], [-7.064644, -2.268655, 4.878126], [-3.986718, 0.552999, -1.060825], [-4.388600, -2.117616, 1.049882], [3.661471, 1.284471, 2.556294], [1.064120, -4.801195, -2.921082], [-7.140998, -1.158306, 3.497788], [-1.369703, 4.623066, -0.525534], [-2.191711, 4.618811, -2.108088], [3.969455, 4.568417, 0.317502], [0.207128, -0.371459, -6.418808], [5.322133, -0.379185, -0.270166], [2.541401, -5.013754, -0.863442], [-0.783707, 3.154612, 3.973993], [-0.989755, 0.156932, -2.833957], [0.496097, 3.823193, -1.394762], [2.376689, -5.110370, -4.053221], [0.146848, 1.310105, -4.645291], [4.162946, -4.318746, -0.896428], [6.040336, 4.864023, -1.008152], [-1.994711, 2.327958, -3.485659], [-4.489414, 3.542542, 3.582431], [2.973633, -1.588946, 2.406554]], "forces_ev_per_angstrom": [[-1.1148, -0.1812, -4.3431], [0.5190, -0.2544, -0.1249], [-0.0646, -0.0256, 0.0268], [-0.1488, 0.0983, 0.1045], [-0.1172, 0.0957, 0.0020], [-0.1208, 0.0957, 0.0399], [-0.1083, 0.0337, -0.0244], [-0.1211, -0.0194, 0.1681], [-1.2853, 0.3732, 1.8331], [1.2325, -0.6318, -0.1506], [0.6757, 1.3209, 2.4065], [0.1121, -0.5367, 1.3403], [-2.3715, 0.1484, 0.0368], [0.1940, 0.1496, 0.1383], [-0.0448, 0.0477, -0.0312], [0.0601, -0.0278, 0.0623], [0.0761, 0.0404, 0.0615], [0.0453, -0.0165, -0.0475], [-0.0090, -0.1478, 0.0961], [0.0750, -0.0112, 0.0267], [-0.1921, -0.3955, 0.4282], [0.0518, 0.0497, -0.1194], [-0.0383, -0.0394, -0.0226], [-0.8840, -0.6186, 0.6644], [-0.5035, 0.0620, -0.0101], [1.1686, -0.2926, -0.1641], [0.0229, 0.1008, 0.0505], [0.2976, 0.0623, -0.1559], [-0.0862, -0.0568, 0.0262], [-0.1622, -0.1294, 0.0280], [-0.0571, 0.1380, 0.1392], [-0.2689, -0.3909, -0.2140], [-0.0566, 0.0145, -0.1444], [-0.0823, 0.3808, -0.4836], [-0.1410, 0.0154, -0.0212], [0.1107, 0.0004, -0.0844], [0.0965, 0.1092, 0.0132], [0.1603, -0.0259, -0.0448], [0.1817, 0.7966, -0.0320], [0.1013, -0.2039, -0.0493], [0.4305, 0.6323, -0.5003], [0.0312, -0.1771, -0.0452], [-0.2272, 0.2434, 0.2384], [-0.0879, 0.2448, -0.2469], [-0.0134, -0.0003, -0.0842], [0.1236, -0.1194, 0.0877], [-0.0521, 0.0326, 0.0057], [0.1790, 0.0927, 0.0027], [0.0746, 0.1768, 0.0938], [0.0415, -0.0957, -0.1321], [0.0490, 0.0884, 0.0407], [-0.0886, -0.0036, 0.0519], [-0.6453, 0.4465, 0.0203], [0.4958, -1.3224, -0.6156], [0.4423, -0.7692, 0.4373], [0.2287, -0.3358, -0.0804], [0.1738, 0.0994, -0.0657], [-0.2056, -0.0279, 0.0015], [1.5649, 0.2146, -0.6539], [-0.0589, 0.0506, -0.1058], [0.1288, -0.0764, 0.0198], [0.0089, -0.0031, 0.0162], [-0.0306, -0.0833, 0.0326], [0.0179, 0.0251, -0.0174], [-0.0136, 0.0199, -0.0442], [0.0177, -0.0054, -0.0418], [0.0004, -0.0471, -0.0382], [0.0183, 0.0118, 0.0150], [0.0038, 0.0131, -0.0204], [0.0852, -0.5946, 0.5098], [0.0232, 0.0171, 0.0053], [-0.0030, 0.0064, 0.0272], [-0.0499, 0.0700, -0.0284], [0.0330, 0.0708, -0.0602], [0.0189, -0.0302, 0.0064], [0.0121, 0.0149, -0.0328], [0.0264, -0.1095, 0.1745], [-0.0154, -0.0317, 0.0115], [-0.0335, -0.0104, 0.0503], [0.0815, 0.0084, -0.0823], [-0.0619, 0.0031, 0.0256], [0.1137, 0.3330, -0.2357], [0.0395, 0.0071, 0.0293], [-0.0287, 0.0073, -0.0079], [-0.0026, 0.2546, -0.1647], [0.0388, -0.0142, -0.0334], [-0.0157, -0.0091, -0.0051], [0.0104, -0.0199, -0.0170], [0.0184, -0.0695, 0.0110], [0.0495, 0.0278, 0.0090], [0.1223, 0.1153, -0.0984], [0.0012, 0.0773, 0.0317], [-0.0989, 0.1874, 0.0219], [0.0179, -0.0521, 0.0512], [0.0204, 0.0173, -0.0282], [-0.0080, 0.0067, -0.0227], [-0.1380, 0.0372, -0.0256], [-0.0328, -0.0470, -0.0464], [-0.0229, 0.0735, -0.0137], [-0.1105, -0.0483, 0.0248], [0.1506, 0.2890, 0.2437], [0.0078, -0.0158, -0.0060], [0.0458, 0.0206, -0.0293], [0.0595, -0.0694, -0.0576], [-0.0547, 0.0478, -0.0217], [0.0159, -0.0203, -0.0480], [-0.0622, -0.0187, -0.0254], [-0.0430, 0.0119, 0.0278], [0.0262, -0.0190, -0.0578], [0.0998, -0.1149, 0.0548], [0.0031, 0.0084, 0.0474], [-0.0323, -0.0409, -0.0300], [0.0241, 0.0105, 0.0094], [-0.0010, -0.0517, 0.0361], [0.0537, 0.0205, -0.2108], [-0.1570, -0.0515, -0.0169], [-0.0679, 0.1109, -0.0553], [0.0115, 0.0053, 0.0077], [-0.0198, 0.0562, 0.0017], [0.0091, -0.0144, 0.0362], [0.0027, 0.0265, 0.0150], [0.0301, 0.0657, 0.1746], [0.0009, 0.0347, 0.0143], [-0.0038, -0.0432, 0.0061]], "mulliken_spin": [0.031, 0.001, 0.000, 0.000, 0.000, 0.000, 0.000, -0.009, 0.022, -0.013, -0.023, 0.007, 0.167, 0.005, 0.138, -0.001, 0.140, -0.001, -0.001, 0.108, -0.011, -0.001, -0.006, 0.000, 0.003, 0.074, -0.072, -0.012, 0.063, 0.001, 0.106, 0.000, -0.007, -0.039, 0.001, 0.039, 0.000, 0.000, 0.022, 0.003, 0.000, -0.060, 0.001, -0.002, 0.118, -0.004, 0.001, -0.109, -0.017, -0.070, 0.000, -0.001, 0.006, 0.002, 0.004, -0.004, 0.004, -0.001, 0.303, 0.001, 0.077, 0.000, 0.000, 0.000, 0.001, 0.006, 0.000, 0.000, 0.002, -0.004, -0.002, 0.000, 0.000, 0.001, 0.000, 0.000, 0.000, 0.000, 0.000, 0.001, 0.001, 0.000, 0.000, 0.000, -0.004, 0.000, 0.000, 0.002, 0.012, 0.000, -0.001, 0.000, 0.004, 0.000, -0.002, 0.000, -0.001, 0.000, 0.000, -0.014, -0.003, 0.002, 0.000, -0.001, 0.000, 0.000, 0.000, 0.000, -0.001, -0.001, -0.002, 0.001, -0.002, 0.000, -0.001, 0.003, 0.003, -0.001, 0.005, 0.000, 0.012, -0.002, 0.000, 0.000]}